56
Properties=species:S:1:pos:R:3:forces:R:3 method="wB97M-V/def2-TZVPD" charge=-1 spin_multiplicity=1
H -1.206 -7.710 -0.857 -0.0089 0.0030 0.0137
H -2.408 -3.355 -0.854 0.0216 0.0107 -0.0122
H -0.104 -7.256 -2.167 -0.0001 0.0010 -0.0106
H -4.305 2.897 -1.199 0.0030 0.0143 0.0064
H -0.623 -1.768 -0.161 -0.0027 0.0288 -0.0531
H 5.190 2.844 1.643 0.0080 -0.0095 -0.0063
H -3.949 5.147 -2.447 -0.0046 -0.0040 0.0142
O -2.281 -0.712 -0.587 0.1080 -0.1139 -0.1457
H 2.645 3.864 4.952 -0.0028 -0.0059 0.0072
C -2.356 -3.000 0.176 0.0463 -0.0245 -0.0743
H -1.018 -0.186 1.688 0.0063 0.0039 0.0018
C -3.625 2.434 -1.916 0.0513 -0.0436 -0.0019
O 1.356 -5.516 -0.771 -0.0714 0.0549 -0.0822
H 5.104 4.536 2.177 -0.0019 0.0069 0.0088
C 4.537 3.609 2.061 0.0006 -0.0257 0.0084
H 2.579 4.054 -2.059 -0.0515 -0.0177 -0.0411
H -3.865 4.282 -3.989 -0.0250 0.0066 0.0124
H 0.648 -6.806 1.503 -0.0235 -0.0244 0.0082
H 0.116 -5.122 1.550 0.0054 0.0088 0.0044
C 3.045 4.207 3.997 -0.0251 -0.0426 0.0158
C -0.076 -6.093 1.097 0.0408 0.0507 -0.0112
H 2.015 -6.135 -0.444 0.0579 -0.0214 0.0358
O -1.691 2.798 -3.319 0.1848 0.0909 -0.1106
H 3.734 3.776 1.340 -0.0028 0.0122 0.0034
H -3.101 1.611 -1.431 0.0073 0.0009 0.0066
S 0.540 2.325 0.836 -0.1549 -0.1456 0.0309
H 3.225 1.766 -3.329 -0.0752 0.0388 0.0465
C -2.613 3.438 -2.447 -0.1101 -0.0510 0.0622
Ga 2.952 2.514 -1.933 0.2026 -0.0329 -0.1927
H -1.011 -1.843 2.325 -0.0014 -0.0218 -0.0090
H -3.170 -0.586 -0.240 -0.0357 0.0666 0.0619
H -2.525 5.324 -3.487 0.0063 0.0091 -0.0028
H -4.221 2.029 -2.742 -0.0229 0.0157 0.0060
H 4.080 2.228 -0.851 -0.0545 -0.0724 0.0044
H -0.154 1.782 -1.837 -0.2333 -0.2582 -0.1477
H 3.577 5.148 4.155 0.0141 0.0051 -0.0086
C 3.959 3.149 3.391 0.0238 0.0401 -0.0221
H 2.538 2.089 2.628 -0.1463 -0.2606 -0.2519
H -3.381 -2.887 0.543 0.0128 -0.0055 0.0507
H -1.996 3.791 -1.619 0.0097 -0.0021 0.0087
C 0.069 -6.009 -0.415 -0.0279 -0.1162 0.0776
C -3.279 4.623 -3.130 0.0587 -0.0184 -0.0397
H -2.154 2.449 -4.087 -0.1422 -0.0054 0.0136
H -2.548 -0.997 2.075 0.0065 -0.0305 0.0334
H 0.983 0.157 -0.938 -0.1928 -0.1704 -0.1176
C -0.203 -7.347 -1.086 0.0470 0.0308 -0.0366
H -0.630 -5.266 -0.802 0.0242 0.0347 -0.0126
H -1.076 -6.422 1.383 -0.0094 -0.0074 -0.0079
H 4.774 2.934 4.091 0.0046 0.0067 0.0014
C -1.539 -1.144 1.674 0.0652 0.1311 -0.0264
H 0.517 -8.094 -0.740 -0.0226 -0.0178 0.0179
C -1.627 -1.666 0.252 -0.2186 0.0051 0.1034
H 2.207 4.395 3.321 0.0066 0.0164 -0.0099
P 0.939 1.560 -1.002 0.6461 0.6585 0.6226
H -1.859 -3.758 0.785 -0.0096 -0.0001 0.0241
O 3.268 1.916 3.243 0.0084 0.1975 0.1220

---

64
Properties=species:S:1:pos:R:3:forces:R:3 method="wB97M-V/def2-TZVPD" de_lowest_kcal_mol=0.0 charge=-1 spin_multiplicity=1
H 4.136 -0.407 5.168 0.0598 0.0376 -0.0284
H 4.850 -0.624 3.549 -0.2206 0.7252 -0.2300
H -5.282 0.229 5.085 0.2128 0.2574 0.3525
H -2.940 0.653 5.438 0.1883 0.3419 -0.0533
H -2.742 1.254 3.764 0.3647 -0.5359 -0.1201
H -4.586 -7.265 -6.551 0.3102 0.2031 -0.3529
H 2.992 -2.587 4.827 -0.7883 0.3089 0.0742
H 4.641 -4.027 4.906 0.5694 -0.2628 0.2484
C 1.868 6.126 2.159 1.5691 0.7528 -0.5513
H 1.519 7.396 -0.133 0.1361 0.0945 -0.1338
H 4.790 -2.614 5.964 0.8866 -0.1279 0.1100
O 4.280 -4.462 -1.402 0.2090 -0.2808 -0.0400
C 2.326 6.665 -0.182 0.1766 -0.2126 -0.7938
C 3.015 6.558 1.180 -3.0455 0.9068 -0.5884
H 1.651 5.113 1.819 -0.3213 -0.1262 0.9175
H 0.995 6.773 2.076 -0.0155 -0.0331 -0.6584
H -4.597 2.559 3.583 0.0529 -0.1559 -0.2321
F -0.971 -0.962 -2.756 1.4821 1.5666 0.0649
C 4.944 -2.981 4.949 -0.7058 -0.3296 -0.7043
F 1.616 1.400 -2.126 -0.3628 0.5802 -0.2884
O 3.639 -2.850 2.957 0.0744 -0.3924 -1.9838
O -4.874 2.132 4.396 -0.9376 -0.0632 0.9735
C -5.308 0.253 2.979 0.9950 -0.1544 -0.7058
H -4.360 -7.859 -4.975 0.1962 -0.1627 0.1914
H 4.109 -3.737 -2.004 -0.1182 0.2229 -0.1778
H -1.219 -5.764 -6.926 0.7856 -0.3570 0.0879
F -0.904 1.366 -1.763 1.1395 -0.8377 -0.4893
H -2.101 -7.122 -4.801 0.6877 -0.4243 -0.3932
H 2.168 6.326 3.188 0.2406 -0.9727 0.1590
F 1.538 -0.743 -3.263 -0.7801 0.3303 -0.0024
O -3.146 -5.544 -5.460 -0.6099 0.4002 0.0911
H 3.178 -2.170 2.461 -0.1754 -0.2271 -0.5476
H -4.849 0.850 2.191 -0.1270 0.3020 -0.2010
F 0.774 -0.515 -0.941 -0.9927 0.8170 -1.2552
H 3.964 8.221 0.826 0.1147 0.1785 -0.0524
H -2.982 -0.550 4.206 0.4995 0.1229 -0.5325
H 3.031 6.895 -0.981 0.2283 0.6590 0.0339
H -2.511 -6.358 -7.770 -0.1113 -0.6421 -0.3364
As 0.328 0.309 -2.518 -0.5104 -2.0145 1.0029
C 3.962 -0.785 4.160 0.1345 -1.0499 0.2497
O 3.410 7.904 1.543 0.5131 -1.2337 0.1400
H -1.191 -7.557 -7.327 -0.0654 0.1644 -0.0428
H 1.920 5.740 -0.592 -0.2436 -0.3530 0.6072
C -1.784 -6.691 -7.029 -0.4602 0.7184 0.9354
H 3.903 -4.178 -0.570 -0.1202 0.0825 0.2209
H 1.895 4.550 -4.695 -0.0044 -0.2797 0.2259
C -3.833 -7.739 -5.921 -0.0499 0.2125 0.4234
H -6.390 0.359 2.905 0.1178 -0.2356 0.1626
H 1.049 5.414 -5.607 -0.2117 0.0452 -0.0271
H 3.025 -0.356 3.805 0.2896 0.2987 -0.3944
H 5.909 -2.838 4.463 0.1943 0.0791 0.4705
O -4.369 4.713 0.911 -0.1004 -0.1008 0.2308
H -4.916 -0.736 2.741 -0.6334 -0.3859 0.0714
H -4.660 5.603 0.714 -0.0904 0.2046 -0.0067
H -3.772 4.493 0.196 0.2095 -0.1686 -0.1953
C -4.711 0.701 4.285 -0.0108 1.4337 -0.5459
H 3.770 5.787 1.025 0.6386 0.3175 0.9112
C 3.831 -2.310 4.188 -0.3446 0.9503 2.6864
C -2.598 -6.829 -5.725 -1.0938 -0.0988 -0.6280
O 1.893 4.964 -5.558 0.2150 0.1882 -0.1971
H -2.512 -4.982 -5.008 0.1752 -0.0305 0.0058
H -3.616 -8.725 -6.331 0.2379 0.0403 0.0273
F 0.022 1.059 -4.087 0.0655 -0.4077 1.0231
C -3.212 0.499 4.394 -0.7191 -0.8862 0.7915

---

66
Properties=species:S:1:pos:R:3:forces:R:3 method="wB97M-V/def2-TZVPD" de_lowest_kcal_mol=166.6 spin_multiplicity=1
O 0.317 -0.664 1.204 -1.6753 0.3869 -0.9459
F 1.948 6.063 0.726 -0.5779 -0.0588 -0.5415
H 3.123 -3.510 -1.564 -0.0024 -0.0849 -0.2561
H -1.208 -0.415 -8.268 -0.4284 0.0864 -0.2506
H -1.594 -5.378 -1.087 0.1408 -0.2098 0.1227
O 5.994 1.282 3.710 0.0680 0.5927 0.5637
H 1.453 0.081 7.024 -0.0026 -0.0466 -0.1559
C -2.205 -1.509 5.042 -0.5656 0.1028 0.1117
V -0.977 -0.193 0.434 2.5127 0.8511 -1.7641
H -5.079 -1.582 -5.507 -0.5045 0.1269 0.1006
C -1.953 -4.348 -1.070 -0.2349 -1.4442 -0.1013
O 3.259 1.011 6.837 -0.1434 -0.3467 0.0298
F 0.074 5.953 1.874 1.1122 -0.7598 -0.9127
H 2.319 -5.077 -1.387 -0.1526 0.0804 0.0387
H -3.975 -1.061 -4.268 -0.3449 0.2031 0.3768
H 3.889 1.147 6.126 0.2342 0.1441 0.0508
C -4.732 -1.810 -4.500 1.0311 -0.3003 -0.3993
H 3.093 -4.242 -0.019 0.3745 -0.4795 0.2885
C 2.090 0.452 6.221 0.7304 0.6759 0.3770
H 4.134 -6.043 -1.365 0.7706 -0.3436 -0.1711
H -6.446 -2.411 -3.849 -0.0774 -0.0181 0.0947
C -5.830 1.092 0.087 0.2761 0.4048 -0.4407
H -5.522 1.781 0.873 0.4140 -0.5656 0.2786
H 3.235 4.073 -0.294 -0.1943 0.1623 0.3090
O -0.644 -0.283 -1.134 -0.7396 -0.0534 2.9295
H 1.600 1.270 5.692 -0.4148 -0.3116 -0.2548
O 4.389 -5.127 -1.503 -0.9523 -0.0479 0.6840
H -0.609 0.360 -5.788 0.3182 -0.3302 0.1603
H 2.393 -0.351 5.549 -0.3550 -0.1063 -0.0941
C 5.163 1.206 2.578 0.2716 -1.1168 -1.1251
H 2.338 2.009 -2.308 0.1398 -0.0858 -0.0750
O -0.644 3.318 0.818 1.9515 1.1520 0.0852
H 4.030 2.548 -2.041 -0.0814 0.2123 -0.2054
H -2.003 -4.424 0.893 -0.0456 -0.0489 -0.1213
H -2.898 -2.271 5.399 -0.2473 -0.1713 -0.3540
O -1.754 -3.786 0.220 0.2979 0.8573 -0.4098
H -3.007 -4.430 -1.332 -0.1445 0.4069 -0.0314
H -6.784 0.644 0.363 0.0215 -0.0483 -0.0312
O -5.718 -1.898 -3.491 -0.0556 0.3349 -0.1015
H -4.171 -2.741 -4.580 -0.0143 -0.2901 0.0229
O -2.690 -0.842 3.845 0.7471 -0.5955 0.5068
H 0.158 1.393 -6.928 -0.1148 0.1784 -0.4391
H -3.385 -0.225 4.083 -0.0027 -0.0275 0.1755
H 0.497 -0.319 -7.045 -0.1644 -0.1917 0.1020
C 3.050 2.406 -1.585 0.4216 -0.6333 -0.0357
H -1.404 -3.888 -1.892 0.0097 0.7449 0.5540
H 4.230 1.767 2.615 0.2425 0.1772 0.4675
H 2.270 4.360 -1.737 -0.7257 0.2804 0.2032
O 1.346 3.092 -0.222 1.5149 1.6437 0.4520
C 1.087 5.207 1.302 -0.5492 -1.5115 1.5797
H 6.897 1.290 3.384 -0.0032 0.0294 0.2499
O -4.833 0.098 -0.226 -0.2862 0.4887 0.6129
H 4.948 0.150 2.412 -0.5479 -0.1568 -0.0235
C -0.289 0.404 -6.829 -0.1031 0.5330 0.9035
H -5.947 1.762 -0.765 -0.3153 -0.1534 -0.2453
H -2.100 -0.847 5.902 0.2143 0.4218 -0.2591
H -5.232 -0.437 -0.916 0.1521 -0.2108 -0.1964
H -1.252 -2.009 4.873 -0.0613 0.3270 -0.4287
C 2.482 3.637 -0.950 0.0270 -1.0272 0.3381
F 1.795 4.657 2.317 -0.2265 0.0585 0.1131
H 5.717 1.475 1.679 -0.1196 0.4820 -0.1117
O -1.464 0.228 -7.603 0.4844 -0.2847 -0.4592
C 3.180 -4.484 -1.079 -0.0481 0.8861 -0.5799
C 0.479 4.067 0.360 -2.7355 -1.4124 -1.0449
H 3.189 1.668 -0.796 -0.0488 -0.1691 -0.0517
H 0.186 4.652 -0.511 -0.4716 0.6105 -0.2642

---

58
Properties=species:S:1:pos:R:3:forces:R:3 method="wB97M-V/def2-TZVPD" de_lowest_kcal_mol=419.6 spin_multiplicity=1
H -3.536 1.092 -0.647 0.3591 -0.1291 0.1886
N 1.309 -1.541 1.573 5.6733 -1.8819 -3.5234
H -3.880 -2.698 0.615 -0.0992 -0.8373 -0.1362
H 0.402 -0.099 0.442 1.5298 0.9576 0.3842
H 2.456 2.245 -0.863 -3.7594 7.8648 0.2417
N 1.841 2.985 -1.170 -4.1338 8.3782 -1.5634
C 1.361 0.827 2.140 -0.6391 1.2054 -2.1001
H 0.491 -1.586 2.163 3.3722 -1.3294 -3.7056
H 3.550 -0.149 0.567 -0.0693 -0.5341 -0.0063
H -2.331 -0.601 3.248 0.0608 -0.0080 -0.1506
H -0.160 -1.951 -2.233 -0.0018 0.1604 0.4730
H 2.043 -1.592 2.265 0.8260 -0.0022 -0.1717
H 1.271 -3.274 -0.537 0.0931 0.0536 0.3268
H 1.568 -2.127 -2.435 0.2477 -0.1913 0.2246
O 2.670 1.338 -0.535 5.4061 -13.6688 4.0740
H -2.594 -0.939 0.437 -2.6571 0.2582 -0.6782
H -1.352 -1.089 1.987 -0.5790 -2.4399 -2.9991
H -0.343 -0.743 -0.345 -1.0023 -0.5439 -0.2507
H 0.408 -3.207 -3.197 0.3235 -0.3830 0.0302
H -0.808 3.478 -0.242 -0.1443 0.2154 0.0806
O -1.798 -1.115 1.137 5.8012 -2.9339 0.0323
H 3.592 2.528 -1.986 0.1318 -0.5996 0.1915
H -1.529 -1.820 -0.797 -0.4367 -0.4938 0.5844
O -1.681 1.723 -0.984 1.8043 0.4040 0.2896
H 2.500 -0.730 -0.826 0.4541 -0.1693 0.1069
H 3.134 0.913 -2.583 -0.2513 0.1400 0.3676
C -4.157 -2.027 -0.198 0.8731 0.7542 0.4567
O -3.462 -0.831 0.040 -7.5193 0.3697 -4.2404
C -0.936 -1.555 0.078 0.0837 -0.8621 -1.1947
H -5.239 -1.901 -0.161 -0.0603 0.2390 0.0014
O 0.651 -3.602 -1.192 0.3533 0.1073 -0.5301
H 1.567 1.192 -2.938 -0.4991 -0.3860 0.1187
C -1.374 -0.131 3.024 -0.2714 3.5221 4.7446
H 1.655 3.648 -0.430 0.2560 0.4487 0.1415
H -0.133 2.000 0.435 -0.1101 -0.2007 0.0437
O -0.314 -1.099 2.753 -6.0952 2.9456 8.2596
C -0.531 2.450 -0.475 -0.2871 -0.4453 -1.6657
C 2.618 -0.043 0.012 -0.8216 0.4936 0.5035
H 0.363 0.805 2.578 1.2322 0.0415 0.4712
C 0.581 2.454 -1.581 -0.7411 -0.0870 -0.4130
C 3.473 1.479 -1.715 4.1746 -2.7310 -1.2543
H -2.524 0.831 0.744 0.1796 0.8426 -0.1109
H -3.148 2.485 0.222 0.3464 0.4127 0.7608
C 0.794 1.073 -2.178 -1.2149 -0.2362 -0.5863
H -3.891 -2.408 -1.184 -0.0397 -0.5438 -0.0710
H 1.049 0.351 -1.402 -0.2097 0.0230 -0.8630
H 1.301 1.821 1.698 0.6912 0.3328 -0.0160
H 2.205 0.819 2.830 -0.1651 -0.4371 0.0420
H -0.255 -2.357 0.364 -0.7462 0.2567 -0.0330
H -0.320 -1.789 3.421 -0.3961 -0.1776 0.8623
H 0.339 3.083 -2.438 -1.2159 0.0301 0.0583
C -2.718 1.527 -0.072 -1.2878 1.0935 -0.8826
C 0.646 -2.684 -2.271 -0.5656 -0.0009 -0.8604
H -0.096 0.718 -2.696 -0.1404 0.1126 0.1327
C 1.364 -0.208 0.943 1.4122 0.8657 2.9046
H -1.068 0.444 3.899 -0.0378 -0.1467 0.2130
H 4.434 1.005 -1.513 0.4213 0.1755 0.2734
H -1.456 0.584 2.206 0.0911 -0.3046 0.4228

---

The strongest force on any atom results, record by record, are as follows: 1.1, 3.2, 3.3, 15.3 eV/Å.
The Kohn-Sham gap results, record by record, are as follows: 6.4, 10.5, 4.9, 6.9 eV.